[1]
Below is a structure of composition C25H33O2SnTe at a distorted geometry, with properties calculated with ωB97M-V/def2-TZVPD.

The total charge is -1. Its multiplicity is 1. The LUMO energy comes out at 2.23 eV. The total energy is -43676.5704 eV. The HOMO energy is -2.15 eV.

```
62
Properties=species:S:1:pos:R:3:lowdin_charge:R:1
O -0.349 0.445 -0.693 -0.24
C 0.692 0.092 -1.645 -0.15
C 0.076 0.935 -2.745 -0.07
H 0.675 -0.989 -1.834 0.12
H 1.669 0.435 -1.278 0.12
C -1.012 1.272 -1.701 -0.55
H -0.263 0.340 -3.600 0.08
H 0.708 1.784 -3.041 0.12
C -2.386 0.706 -2.013 -0.02
H -2.336 -0.383 -2.176 0.10
H -2.807 1.168 -2.923 0.09
H -3.066 0.925 -1.171 0.07
C -1.075 2.714 -1.253 -0.02
H -0.067 3.128 -1.122 0.08
H -1.618 2.787 -0.297 0.08
H -1.606 3.327 -1.999 0.09
Sn -0.006 -0.108 1.878 1.11
C 0.716 2.345 3.377 -0.18
C 1.515 1.166 3.264 -0.32
C 2.008 1.114 1.892 -0.39
H 1.850 0.511 4.067 0.08
C 1.454 2.247 1.202 -0.22
C 0.672 2.984 2.121 -0.17
H 0.196 3.942 1.918 0.08
H 0.291 2.728 4.306 0.09
H 2.776 0.433 1.534 0.08
H 1.722 2.557 0.196 0.08
C -2.108 0.056 3.750 -0.18
C -2.548 1.240 3.110 -0.18
C -2.718 0.995 1.730 -0.19
H -2.780 2.183 3.605 0.09
C -2.345 -0.369 1.466 -0.35
C -2.012 -0.974 2.749 -0.38
H -1.832 -2.035 2.900 0.05
H -1.938 -0.096 4.815 0.09
H -3.166 1.670 1.002 0.07
H -2.533 -0.929 0.556 0.09
O 0.421 -0.844 -5.346 -0.17
C -0.137 0.103 -6.286 -0.20
C 0.135 -0.360 -7.733 -0.16
H 0.325 1.090 -6.106 0.12
H -1.214 0.213 -6.065 0.12
C 1.245 -1.416 -7.578 -0.16
H 0.422 0.477 -8.371 0.10
H -0.768 -0.826 -8.141 0.11
C 1.086 -1.883 -6.113 -0.18
H 2.224 -0.940 -7.712 0.11
H 1.160 -2.243 -8.285 0.10
H 2.042 -2.123 -5.620 0.12
H 0.463 -2.800 -6.090 0.12
Te 1.245 -2.650 2.245 0.70
C 1.300 -2.507 4.333 -0.69
C 0.166 -2.865 5.093 -0.17
C 0.210 -2.708 6.483 -0.11
C 1.379 -2.242 7.102 -0.12
C 2.518 -1.925 6.345 -0.11
C 2.493 -2.068 4.952 -0.18
H -0.699 -3.256 4.553 0.08
H -0.678 -2.973 7.073 0.10
H 1.414 -2.145 8.189 0.09
H 3.441 -1.580 6.823 0.09
H 3.355 -1.874 4.310 0.08
```



[2]
Below is a structure of composition C25H34AuCl3NO7PSb2, with properties calculated with ωB97M-V/def2-TZVPD.

The total charge is +2. Its multiplicity is 1. The LUMO energy comes out at -7.53 eV. The total energy is -105908.1043 eV. The HOMO energy is -12.71 eV.

```
74
Properties=species:S:1:pos:R:3:lowdin_charge:R:1
Au -0.572 1.266 -1.209 0.79
C 1.521 1.177 2.204 -0.31
Sb 0.353 -0.324 3.164 1.46
C 0.284 0.645 5.055 -0.31
C 2.662 -2.510 3.732 0.11
C 3.716 -2.114 2.981 -0.23
C 4.617 -1.109 3.510 -0.01
C 5.744 -0.772 2.851 -0.03
C 6.040 -1.424 1.620 0.02
C 5.211 -2.361 1.062 -0.02
C 4.008 -2.734 1.689 -0.24
C 3.105 -3.631 1.028 -0.27
Sb 1.780 -2.418 -0.364 1.32
C 3.128 -2.651 -2.008 -0.34
C 0.631 -4.172 -0.789 -0.33
H 1.771 0.876 1.189 -0.02
H 2.431 1.354 2.777 0.01
H 0.943 2.102 2.186 0.02
H 1.224 0.475 5.584 0.01
H -0.525 0.229 5.651 0.02
H 0.138 1.715 4.928 0.02
H 1.997 -3.307 3.435 0.08
H 2.476 -2.072 4.707 0.09
H 4.374 -0.661 4.466 0.13
H 6.432 -0.040 3.250 0.12
H 6.960 -1.170 1.107 0.13
H 5.480 -2.829 0.125 0.13
H 2.384 -4.149 1.652 0.06
H 3.607 -4.315 0.348 0.08
H 3.462 -3.684 -2.089 0.02
H 3.987 -1.988 -1.908 0.00
H 2.588 -2.386 -2.917 -0.01
H 1.261 -5.057 -0.706 0.02
H 0.256 -4.104 -1.807 -0.02
H -0.208 -4.257 -0.102 0.01
Cl -3.771 -1.645 -2.755 0.65
C -2.510 -2.445 -3.715 -1.61
Cl -2.596 -4.192 -3.509 0.67
Cl -2.646 -1.999 -5.415 0.67
C -1.208 -1.983 -3.215 -0.37
N -0.191 -1.622 -2.825 0.18
C -2.617 1.926 -4.111 -0.08
O -1.505 2.806 -3.859 -0.26
P -0.195 2.299 -3.155 0.48
O 0.501 1.414 -4.252 -0.27
C 1.771 0.789 -3.993 -0.10
O 0.711 3.579 -3.079 -0.27
C 0.373 4.690 -2.221 -0.07
H -3.453 2.560 -4.388 0.10
H -2.865 1.358 -3.211 0.04
H -2.371 1.251 -4.928 0.08
H 1.916 0.055 -4.779 0.10
H 1.754 0.292 -3.020 0.04
H 2.558 1.539 -4.028 0.09
H 1.246 5.333 -2.196 0.10
H 0.141 4.336 -1.215 0.07
H -0.477 5.226 -2.638 0.10
O -1.504 0.502 2.749 -0.22
C -1.807 0.639 1.507 -0.55
O -0.955 0.310 0.633 -0.25
C -3.132 1.177 1.193 -0.15
C -3.659 1.008 -0.085 -0.05
C -4.922 1.488 -0.421 0.04
C -5.618 2.136 0.573 -0.20
O -6.837 2.696 0.498 0.07
C -7.153 3.176 1.817 -0.08
O -5.989 2.979 2.623 0.06
C -5.100 2.299 1.858 -0.19
C -3.868 1.826 2.207 0.10
H -3.094 0.455 -0.824 0.04
H -5.348 1.354 -1.405 0.13
H -7.983 2.595 2.219 0.15
H -7.388 4.238 1.764 0.15
H -3.471 1.950 3.203 0.14
```



[3]
Below is a cluster of 9 separate species, C25H34B3F3O29S in total at a distorted geometry, with properties calculated with ωB97M-V/def2-TZVPD.

The total charge is 0. Its SMILES is O=S(=O)(B1OBOBO1)C(F)(F)F.O=C1OCCO1.O=C1OCCO1.O=C1OCCO1.O=C1OCCO1.O=C1OCCO1.O=C1OCCO1.O=C1OCCO1.O=C1OCCO1. Its multiplicity is 1. The LUMO energy comes out at 0.13 eV. The total energy is -106877.0717 eV. The HOMO energy is -10.73 eV.

```
95
Properties=species:S:1:pos:R:3:lowdin_charge:R:1
O 2.313 -7.833 3.076 -0.28
S 2.288 -6.804 2.064 0.84
O 2.669 -7.120 0.707 -0.28
B 0.550 -6.007 1.983 -0.55
O 0.223 -4.894 2.705 0.25
B -1.136 -4.561 2.737 -0.27
O -1.958 -5.068 1.742 0.24
B -1.660 -6.387 1.448 -0.29
O -0.307 -6.651 1.152 0.26
C 3.504 -5.490 2.658 -0.67
F 2.858 -4.377 3.009 0.14
F 4.189 -5.936 3.693 0.16
F 4.343 -5.188 1.670 0.13
H -1.600 -3.921 3.616 0.12
H -2.419 -7.283 1.543 0.13
O 1.499 -0.959 -1.493 0.13
C 2.515 -1.324 -0.983 -0.58
O 3.736 -1.207 -1.537 0.07
C 4.723 -1.508 -0.535 -0.09
C 3.937 -2.371 0.432 -0.10
O 2.595 -1.888 0.240 0.06
H 5.583 -2.006 -0.970 0.12
H 5.048 -0.568 -0.085 0.14
H 3.973 -3.424 0.168 0.12
H 4.232 -2.247 1.470 0.13
O 7.776 -1.558 -1.580 0.13
C 7.578 -0.685 -2.374 -0.60
O 7.064 -0.877 -3.599 0.07
C 6.705 0.408 -4.142 -0.09
C 7.612 1.345 -3.371 -0.10
O 7.812 0.619 -2.138 0.06
H 6.876 0.438 -5.213 0.14
H 5.650 0.567 -3.949 0.10
H 8.576 1.477 -3.856 0.12
H 7.167 2.314 -3.172 0.12
O -3.650 -2.435 3.904 0.16
C -3.518 -1.626 3.043 -0.58
O -4.019 -1.737 1.792 0.06
C -3.851 -0.480 1.123 -0.10
C -2.692 0.133 1.885 -0.11
O -2.836 -0.463 3.178 0.06
H -3.639 -0.639 0.069 0.13
H -4.768 0.097 1.224 0.11
H -1.721 -0.150 1.473 0.13
H -2.747 1.216 1.963 0.13
O 4.256 2.224 -4.542 0.16
C 3.518 2.383 -3.622 -0.57
O 2.174 2.337 -3.695 0.07
C 1.647 2.283 -2.363 -0.10
C 2.770 2.912 -1.556 -0.11
O 3.921 2.595 -2.347 0.05
H 0.712 2.832 -2.311 0.13
H 1.474 1.238 -2.099 0.10
H 2.680 3.997 -1.489 0.13
H 2.878 2.495 -0.559 0.13
O -6.481 3.233 0.246 0.16
C -6.916 2.738 1.236 -0.58
O -6.677 1.459 1.619 0.03
C -7.157 1.290 2.963 -0.10
C -8.202 2.384 3.064 -0.10
O -7.706 3.360 2.134 0.06
H -7.558 0.290 3.097 0.14
H -6.326 1.440 3.654 0.14
H -9.185 2.050 2.731 0.14
H -8.290 2.810 4.058 0.11
O -3.609 -7.429 -0.772 0.17
C -3.430 -6.548 -1.548 -0.56
O -3.834 -6.556 -2.837 0.07
C -3.629 -5.253 -3.389 -0.11
C -2.542 -4.693 -2.489 -0.10
O -2.780 -5.392 -1.261 0.05
H -3.336 -5.331 -4.432 0.13
H -4.561 -4.690 -3.314 0.13
H -1.538 -4.935 -2.841 0.14
H -2.620 -3.622 -2.328 0.13
O 8.545 3.474 -5.213 0.16
C 8.849 4.430 -4.576 -0.56
O 8.115 4.939 -3.558 0.05
C 8.900 5.928 -2.882 -0.11
C 9.884 6.342 -3.961 -0.11
O 9.975 5.156 -4.756 0.07
H 8.262 6.736 -2.537 0.13
H 9.390 5.460 -2.027 0.13
H 9.504 7.153 -4.584 0.13
H 10.865 6.609 -3.578 0.13
O -9.706 3.615 5.825 0.15
C -10.022 4.633 5.294 -0.58
O -10.786 4.711 4.182 0.06
C -11.135 6.083 3.967 -0.11
C -10.023 6.811 4.701 -0.11
O -9.660 5.864 5.713 0.07
H -11.171 6.297 2.903 0.13
H -12.116 6.266 4.408 0.13
H -9.155 6.993 4.066 0.13
H -10.338 7.744 5.159 0.13
```



[4]
Below is a structure of composition C25H34CaCl2GeNO7S at a distorted geometry, with properties calculated with ωB97M-V/def2-TZVPD.

The total charge is 0. The expectation value of S² is 0.776. Its multiplicity is 2. The LUMO energy (spin up / spin down) comes out at -0.61 / -2.50 eV. The total energy is -153137.3742 eV. The HOMO energy (spin up / spin down) is -8.56 / -8.56 eV.

```
72
Properties=species:S:1:pos:R:3:lowdin_charge:R:1
Ca -0.726 -0.164 0.888 1.41
C 2.850 0.075 0.570 -0.03
C 2.530 -1.203 1.346 -0.69
C 3.261 -1.164 2.689 -0.08
C 3.002 -2.427 0.574 -0.04
O 1.108 -1.289 1.547 -0.49
Ge 0.199 -1.432 3.272 1.01
O -0.453 0.353 3.013 -0.49
C -0.350 1.480 3.897 -0.70
C -1.393 2.492 3.440 -0.03
C 1.046 2.088 3.793 -0.03
C -0.634 1.049 5.332 -0.06
O -1.339 -1.863 2.230 -0.48
C -1.962 -3.152 2.060 -0.69
C -3.464 -2.932 2.130 -0.03
C -1.525 -4.120 3.153 -0.07
C -1.570 -3.705 0.690 -0.04
H 3.926 0.169 0.408 0.09
H 2.498 0.948 1.123 0.08
H 2.351 0.069 -0.403 0.06
H 4.339 -1.096 2.532 0.09
H 3.054 -2.068 3.269 0.07
H 2.944 -0.297 3.277 0.06
H 4.091 -2.406 0.452 0.09
H 2.543 -2.473 -0.413 0.04
H 2.731 -3.334 1.122 0.09
H -1.229 2.750 2.392 0.08
H -1.336 3.405 4.036 0.09
H -2.394 2.068 3.547 0.09
H 1.266 2.340 2.751 0.08
H 1.797 1.372 4.147 0.07
H 1.126 2.995 4.400 0.09
H -1.610 0.557 5.390 0.09
H -0.640 1.916 5.996 0.09
H 0.126 0.348 5.688 0.06
H -3.739 -2.534 3.111 0.09
H -4.003 -3.870 1.965 0.09
H -3.774 -2.213 1.368 0.09
H -1.730 -3.698 4.141 0.08
H -0.452 -4.326 3.085 0.07
H -2.061 -5.067 3.062 0.09
H -1.940 -3.053 -0.109 0.07
H -1.984 -4.704 0.532 0.09
H -0.479 -3.763 0.613 0.08
Cl 0.217 -1.613 -1.640 0.79
C 0.340 -0.960 -3.237 -0.63
C 1.582 -0.535 -3.644 -0.10
C 1.729 0.027 -4.903 -0.05
C 0.637 0.174 -5.745 -0.11
C -0.611 -0.247 -5.330 -0.68
Cl -1.927 -0.022 -6.420 0.70
C -0.819 -0.841 -4.053 -0.73
S -2.362 -1.344 -3.516 0.76
H 2.429 -0.631 -2.975 0.11
H 2.706 0.359 -5.232 0.12
H 0.749 0.621 -6.724 0.11
O -0.224 1.739 0.003 -0.16
C -1.000 1.456 -0.972 -0.63
O -1.883 0.546 -0.902 -0.18
C -0.829 2.239 -2.248 -0.12
C 0.391 2.845 -2.532 0.01
C 0.561 3.539 -3.719 0.01
C -0.515 3.640 -4.582 -0.14
C -1.741 3.064 -4.312 0.00
C -1.888 2.344 -3.138 0.00
N -0.339 4.379 -5.860 -0.34
O 0.800 4.650 -6.202 0.07
O -1.337 4.674 -6.489 0.08
H 1.200 2.760 -1.818 0.12
H 1.504 3.998 -3.981 0.12
H -2.549 3.169 -5.023 0.12
H -2.823 1.847 -2.911 0.12
```



[5]
Below is a structure of composition C25H34CeClN2O8S at a distorted geometry, with properties calculated with ωB97M-V/def2-TZVPD.

The total charge is +3. Its multiplicity is 1. The LUMO energy comes out at -11.27 eV. The total energy is -82100.0845 eV. The HOMO energy is -15.42 eV.

```
72
Properties=species:S:1:pos:R:3:lowdin_charge:R:1
Ce 11.804 8.828 8.717 1.62
C 12.691 11.052 11.273 -0.10
C 13.188 11.610 9.958 -0.08
O 12.202 11.221 8.965 -0.26
C 11.233 12.268 8.649 -0.06
C 9.900 11.549 8.629 -0.10
O 10.149 10.410 7.796 -0.26
C 9.011 9.958 7.000 -0.07
C 9.589 9.093 5.934 -0.09
O 10.409 8.150 6.659 -0.25
C 10.358 6.796 6.162 -0.09
C 11.581 6.050 6.608 -0.10
O 11.704 6.264 8.034 -0.24
C 12.630 5.347 8.684 -0.08
C 12.504 5.556 10.164 -0.08
O 12.620 6.990 10.408 -0.24
C 12.709 7.356 11.800 -0.10
C 13.198 8.781 11.906 -0.09
O 12.374 9.665 11.097 -0.24
H 13.427 11.185 12.070 0.16
H 11.794 11.531 11.633 0.14
H 13.296 12.695 9.956 0.16
H 14.122 11.161 9.634 0.14
H 11.334 13.092 9.369 0.16
H 11.506 12.651 7.656 0.16
H 9.510 11.203 9.590 0.14
H 9.111 12.181 8.193 0.16
H 8.344 9.390 7.652 0.15
H 8.509 10.827 6.606 0.15
H 8.825 8.555 5.395 0.15
H 10.237 9.563 5.209 0.16
H 9.452 6.373 6.589 0.15
H 10.273 6.811 5.074 0.16
H 11.480 4.996 6.451 0.15
H 12.480 6.394 6.147 0.13
H 12.348 4.328 8.378 0.16
H 13.636 5.582 8.329 0.15
H 11.571 5.233 10.554 0.12
H 13.310 5.073 10.727 0.16
H 11.710 7.167 12.189 0.12
H 13.401 6.652 12.275 0.16
H 13.212 9.077 12.966 0.17
H 14.210 8.859 11.506 0.14
Cl 19.251 5.818 6.347 0.83
C 17.818 6.625 6.739 -0.64
C 16.861 6.827 5.742 -0.05
C 15.673 7.417 6.077 0.02
C 15.487 7.964 7.337 -0.15
C 16.507 7.852 8.296 0.03
C 17.672 7.190 8.005 -0.05
C 14.285 8.559 7.747 -0.41
O 13.187 8.607 7.001 -0.09
O 14.081 9.019 8.968 -0.10
H 17.066 6.407 4.767 0.13
H 14.892 7.491 5.340 0.13
H 16.443 8.235 9.301 0.13
H 18.420 7.005 8.765 0.13
N 6.973 5.359 13.544 0.15
C 8.244 5.746 13.444 -0.86
S 9.514 5.358 14.392 0.77
C 8.582 6.605 12.264 -0.22
C 8.686 6.089 10.972 0.02
C 9.304 6.821 9.979 -0.08
N 9.809 8.079 10.174 -0.02
C 9.553 8.630 11.392 -0.10
C 8.949 7.952 12.418 0.01
H 6.654 4.784 14.316 0.14
H 6.276 5.754 12.952 0.12
H 8.331 5.104 10.752 0.14
H 9.428 6.397 8.983 0.12
H 9.943 9.625 11.536 0.11
H 8.905 8.442 13.396 0.15
```



[6]
Below is a structure of composition C25H34F17GaNO12S at a distorted geometry, with properties calculated with ωB97M-V/def2-TZVPD.

The total charge is -1. Its multiplicity is 1. The LUMO energy comes out at 1.61 eV. The total energy is -161942.2822 eV. The HOMO energy is -5.70 eV.

```
91
Properties=species:S:1:pos:R:3:lowdin_charge:R:1
O -2.258 -4.051 -1.018 -0.04
C -1.490 -3.032 -1.490 -0.24
F -1.204 -1.954 -0.469 -0.05
N -0.903 -2.969 -2.882 0.03
C 0.010 -1.781 -3.086 -0.26
O 1.217 -2.031 -3.665 -0.01
F -0.296 -0.366 -2.770 -0.01
Ga -2.235 -3.148 -4.280 0.12
S -1.789 -5.186 -5.333 0.26
C -2.058 -1.511 -5.533 -0.27
C -2.681 -1.715 -7.037 -0.24
C -4.045 -2.624 -7.104 -0.23
O -4.308 -2.858 -8.563 -0.17
C -4.192 -3.252 -3.628 -0.22
C -5.057 -1.857 -3.815 -0.26
O -5.796 -1.497 -2.577 -0.21
C -4.978 -0.502 -1.810 -0.07
C -5.289 1.056 -2.218 -0.18
F -4.528 1.548 -3.402 0.00
F -4.913 1.969 -1.077 -0.03
F -6.744 1.339 -2.471 0.00
H -1.277 -5.997 -4.273 -0.20
H -0.891 -1.312 -5.685 0.07
H -2.473 -0.533 -5.020 0.06
H -2.992 -0.627 -7.416 0.11
H -1.867 -2.085 -7.827 0.13
H -3.950 -3.695 -6.632 0.09
H -5.007 -2.029 -6.724 0.12
H -5.224 -2.532 -8.808 0.09
H -4.342 -3.628 -2.531 0.06
H -4.735 -4.057 -4.323 0.06
H -4.408 -0.921 -4.092 0.09
H -5.869 -1.961 -4.676 0.12
H -5.344 -0.626 -0.680 0.16
H -3.832 -0.798 -1.881 0.16
C 1.197 -3.056 1.579 -0.06
C 1.794 -3.632 2.849 -0.21
O 1.218 -4.916 3.140 0.01
C 1.748 -5.983 2.459 -0.32
O 2.656 -5.888 1.639 0.14
C 1.081 -7.285 2.900 -0.47
F -0.277 -7.181 2.981 0.14
F 1.505 -7.687 4.132 0.14
F 1.330 -8.324 2.054 0.14
H 0.105 -3.022 1.648 0.08
H 1.573 -2.045 1.398 0.07
H 1.441 -3.676 0.711 0.08
H 1.556 -2.979 3.695 0.12
H 2.886 -3.698 2.790 0.12
C 7.209 -1.087 0.548 -0.07
C 6.001 -0.626 -0.246 -0.21
O 4.843 -0.542 0.600 0.02
C 4.728 0.599 1.354 -0.32
O 5.546 1.513 1.339 0.13
C 3.433 0.577 2.164 -0.47
F 3.210 -0.623 2.772 0.14
F 2.338 0.818 1.386 0.15
F 3.408 1.513 3.155 0.13
H 6.995 -2.029 1.063 0.08
H 8.072 -1.229 -0.108 0.08
H 7.476 -0.358 1.319 0.07
H 5.772 -1.360 -1.025 0.13
H 6.187 0.330 -0.750 0.13
C -5.706 4.265 1.360 -0.06
C -5.204 3.118 2.216 -0.21
O -4.669 3.609 3.455 0.01
C -5.583 3.886 4.440 -0.33
O -6.795 3.741 4.308 0.14
C -4.877 4.351 5.712 -0.47
F -3.896 5.265 5.467 0.14
F -4.277 3.318 6.372 0.14
F -5.722 4.934 6.609 0.14
H -4.917 5.009 1.211 0.09
H -6.041 3.902 0.384 0.07
H -6.542 4.781 1.842 0.08
H -4.387 2.604 1.699 0.12
H -5.988 2.373 2.397 0.13
C 4.988 4.830 3.652 -0.06
C 6.459 4.459 3.638 -0.21
O 7.240 5.516 3.056 0.01
C 7.556 6.561 3.887 -0.33
O 7.206 6.630 5.062 0.14
C 8.425 7.582 3.156 -0.47
F 7.964 7.870 1.905 0.14
F 9.707 7.144 2.997 0.14
F 8.509 8.776 3.811 0.14
H 4.649 5.098 2.646 0.09
H 4.382 3.996 4.020 0.07
H 4.805 5.699 4.291 0.08
H 6.608 3.573 3.013 0.12
H 6.824 4.210 4.641 0.13
```